C40H102F3O14Zn | ωB97M-V with the def2-TZVPD basis set

As for the total charge: +1. The spin multiplicity is 1. The value obtained for the total energy is -128362.191 eV. As for the energy relative to the best compared isomer or geometry (same formula, charge and spin): 56.6 kcal per mole. The orbital gap comes out at 7.16 eV.

```
160
C40H102F3O14Zn ωB97M-V with the def2-TZVPD basis set
H 11.96798 -17.73232 19.02055
H 8.38223 -16.94426 29.72230
H 7.56328 -21.93468 19.53112
H 5.62644 -12.23241 29.02087
H 11.68669 -17.32224 17.35770
H 10.92696 -18.39909 28.71850
C 12.84176 -22.42207 26.19964
H 6.16936 -20.70247 24.66877
H 11.55371 -21.37069 24.77640
C 15.28824 -12.50793 24.03775
H 6.56183 -11.37665 26.88831
C 15.40603 -19.06239 27.72492
H 15.53748 -14.63345 23.81788
H 9.08710 -18.90055 22.01818
H 12.41302 -19.54683 20.02453
C 14.15475 -18.20860 27.78202
C 12.38364 -21.16993 25.46171
H 6.21502 -13.69741 29.62053
O 10.85065 -12.17450 20.65594
H 5.60323 -14.27709 27.28272
H 9.67889 -18.65239 16.13716
H 10.71654 -16.00296 30.61516
C 9.37738 -19.11494 17.07844
C 10.60349 -12.95910 21.81949
H 6.84839 -19.14548 20.18323
H 12.30346 -12.02253 28.56098
C 9.00448 -20.15657 25.31891
O 11.64801 -19.77866 17.25048
H 11.27433 -20.31665 22.05620
H 11.15177 -11.36423 23.22699
O 10.92465 -21.04837 21.53645
H 13.13069 -20.89574 24.70972
C 12.02621 -21.57759 20.78044
H 17.28124 -18.69742 28.08935
H 12.96425 -22.57156 22.40782
H 16.87564 -11.11373 24.66592
C 10.22713 -15.80105 29.66270
H 13.03348 -15.10567 21.78703
C 6.59976 -21.67472 19.08259
C 10.56040 -15.95788 24.58811
C 13.99181 -14.34738 20.04095
H 8.30332 -13.49099 27.34237
H 10.94155 -15.17944 23.92228
H 10.01887 -13.65164 25.92276
C 13.22670 -21.79118 21.69102
C 6.46583 -19.91671 20.86201
H 8.63396 -13.76800 21.44471
H 14.92682 -14.12660 25.38431
H 4.36309 -22.15645 21.04015
H 7.40310 -12.49700 29.11544
H 14.12428 -17.63106 28.70949
H 8.53105 -18.59107 17.52545
H 12.51438 -12.42034 22.81382
H 7.23871 -19.43446 26.45074
O 16.44807 -18.43010 28.48975
H 14.87646 -19.60513 25.75223
C 11.19303 -17.70222 18.25338
C 10.91599 -10.67574 26.60944
C 7.71790 -19.33858 25.47588
H 8.74289 -11.97099 21.82157
H 11.31819 -13.01733 23.84131
C 11.58390 -12.71998 28.11867
O 5.30755 -21.99744 21.05422
H 11.48913 -20.72635 17.26730
H 15.81105 -11.66020 22.25682
O 9.56021 -15.43376 25.36332
C 15.78876 -19.31177 26.26343
C 5.71421 -20.99630 20.12043
H 13.52001 -20.94097 22.31447
H 9.83250 -16.73066 27.34509
H 11.49369 -20.53548 18.99945
H 12.05233 -15.32694 20.28315
C 16.74332 -12.16166 24.41137
O 8.05773 -17.96148 25.26366
H 11.84714 -12.36297 26.00924
H 6.43874 -12.45960 25.49155
H 10.08247 -18.70401 30.29723
O 13.62564 -13.00173 20.39878
H 13.80388 -14.14295 24.14320
C 14.86156 -13.93158 24.30665
H 14.25927 -17.41125 27.03820
C 11.66993 -16.63971 25.40575
C 11.43245 -12.38047 22.94859
C 9.50472 -17.95322 21.66091
H 9.60511 -19.83699 24.46635
H 13.85329 -24.29115 25.69326
F 12.25332 -15.74521 26.21167
H 10.43119 -16.98156 18.55460
H 10.95643 -18.47931 23.17976
C 10.61944 -19.08114 17.97002
H 9.90615 -10.27357 26.73179
H 11.57941 -10.02641 27.18237
H 10.79899 -12.74258 28.87620
H 6.14455 -22.54785 18.62172
H 11.10136 -10.39987 25.56722
C 13.05054 -15.32580 20.71489
H 9.64187 -14.88392 29.68927
H 14.48105 -13.67133 17.96476
H 12.33839 -23.89281 24.79113
O 9.90009 -16.95951 23.80585
H 16.27324 -18.41851 25.85872
H 9.12118 -20.14988 16.85414
H 8.66145 -17.26277 21.61584
H 13.94251 -23.09050 24.44227
F 11.22057 -17.67751 26.10027
F 12.62132 -17.06817 24.57030
C 6.44137 -12.93922 28.86192
H 14.22428 -22.86930 27.40703
H 10.91177 -13.99967 21.64958
H 7.38871 -20.32108 21.28904
H 6.84167 -20.98729 18.26484
H 8.75355 -21.19400 25.06715
C 9.99426 -18.32377 29.27815
H 12.18015 -20.33701 26.12903
C 9.34357 -16.94540 29.20688
C 9.10662 -12.97922 22.02488
O 7.61998 -14.16423 27.13510
H 15.17001 -19.98968 28.25097
H 14.45777 -15.35994 18.13834
H 9.60114 -20.32768 26.21380
H 7.11303 -19.94300 23.48445
H 12.93426 -14.55598 18.19557
O 9.86614 -12.83560 26.43400
C 13.27829 -23.51103 25.19343
H 13.25922 -18.80262 27.62849
H 9.30539 -19.04567 28.82839
H 10.41348 -19.65106 18.88486
C 6.64977 -19.74846 24.46263
O 8.97819 -16.75856 27.81099
C 6.13637 -12.31200 26.53010
C 12.36219 -20.57641 19.66335
H 8.39233 -17.89490 24.34975
H 16.57130 -20.06091 26.11715
H 11.80362 -12.23302 20.46145
H 13.26700 -20.88029 19.14190
C 10.56555 -17.57717 22.69650
H 14.55949 -11.87554 24.55493
H 14.10324 -22.04063 21.09321
H 12.08740 -13.68095 28.04658
H 11.69001 -22.52246 20.35948
H 12.08928 -22.73739 26.92849
H 9.84746 -18.13245 20.64446
H 13.49130 -16.32895 20.72092
H 15.01778 -14.49553 20.38979
H 5.05364 -12.15055 26.50475
H 11.37931 -17.04046 22.20534
H 4.85099 -20.70755 19.51036
H 5.98263 -19.35321 21.66112
Zn 7.80873 -16.03716 26.08697
H 17.46443 -12.47647 23.65358
C 6.35718 -13.50666 27.44784
C 13.97257 -14.45559 18.52244
C 11.09659 -12.19110 26.78636
O 14.01585 -22.04188 26.95564
O 15.23702 -12.34509 22.60658
H 8.85435 -13.17065 23.07451
H 14.24251 -12.75460 21.10942
H 11.05918 -15.65327 28.96943
H 5.97891 -18.91773 24.24080
H 17.10776 -12.80997 25.21740
```